Record 1
{
  "formula": "C33H29BiF10N7O2S",
  "method": "ωB97M-V/def2-TZVPD",
  "relative_energy_kj_mol": 491.7,
  "gap_ha": 0.190,
  "total_charge": -1,
  "homo_energy_ha": -0.100,
  "spin_multiplicity": 1,
  "species": ["Bi", "C", "N", "C", "C", "N", "C", "C", "F", "C", "F", "C", "F", "C", "F", "C", "F", "C", "C", "N", "C", "C", "F", "C", "F", "C", "F", "C", "F", "C", "F", "H", "H", "H", "H", "H", "H", "H", "H", "H", "H", "H", "N", "C", "S", "N", "N", "C", "C", "C", "C", "C", "C", "C", "O", "H", "H", "H", "H", "H", "H", "H", "O", "C", "C", "C", "C", "C", "C", "C", "C", "N", "H", "H", "H", "H", "H", "H", "H", "H", "H", "H", "H"],
  "positions_angstrom": [[1.008, -0.096, -0.706], [-1.779, 3.404, 0.913], [-1.205, 2.116, 0.557], [-0.442, 1.637, 1.683], [0.982, 2.182, 1.663], [1.799, 1.748, 0.555], [2.508, 2.687, -0.152], [1.968, 3.827, -0.776], [0.667, 4.115, -0.611], [2.713, 4.671, -1.574], [2.133, 5.725, -2.164], [4.058, 4.427, -1.785], [4.790, 5.257, -2.538], [4.637, 3.325, -1.181], [5.947, 3.097, -1.339], [3.880, 2.485, -0.390], [4.508, 1.487, 0.229], [-2.203, 1.262, -0.090], [-2.356, 1.643, -1.566], [-1.304, 1.057, -2.366], [-1.346, 1.228, -3.679], [-0.327, 0.650, -4.495], [0.694, 0.008, -3.874], [-0.301, 0.677, -5.867], [0.701, 0.076, -6.528], [-1.297, 1.319, -6.584], [-1.291, 1.337, -7.935], [-2.290, 1.950, -5.860], [-3.256, 2.617, -6.514], [-2.316, 1.915, -4.482], [-3.345, 2.596, -3.905], [-2.488, 3.310, 1.754], [-2.307, 3.804, 0.053], [-0.999, 4.110, 1.188], [-1.225, -0.217, 1.470], [-0.895, 1.938, 2.642], [1.461, 1.852, 2.597], [0.887, 3.271, 1.709], [-3.183, 1.360, 0.405], [-1.931, 0.205, -0.083], [-2.352, 2.735, -1.649], [-3.350, 1.291, -1.878], [5.256, -1.443, -1.442], [3.980, -1.096, -0.985], [2.989, -0.188, -2.168], [3.584, -1.453, 0.162], [2.354, -1.121, 0.642], [2.172, -1.579, 1.952], [1.331, -1.205, 2.970], [1.599, -1.758, 4.289], [0.806, -1.566, 5.374], [-0.394, -0.812, 5.298], [-0.715, -0.269, 4.076], [0.116, -0.435, 2.981], [-0.351, 0.155, 1.707], [5.622, -0.784, -2.113], [5.887, -1.596, -0.667], [2.994, -2.217, 2.253], [2.503, -2.348, 4.382], [1.096, -2.007, 6.321], [-1.027, -0.673, 6.161], [-1.633, 0.301, 3.963], [-2.794, -2.149, -0.074], [-2.984, -2.243, -1.482], [-2.152, -3.329, -2.168], [-0.637, -3.020, -2.258], [0.151, -3.523, -1.078], [1.150, -4.464, -1.220], [1.769, -4.974, -0.077], [1.348, -4.541, 1.160], [0.370, -3.553, 1.221], [-0.197, -3.037, 0.128], [-1.870, -2.435, 0.111], [-2.746, -1.281, -1.951], [-4.047, -2.443, -1.644], [-2.543, -3.423, -3.184], [-2.304, -4.287, -1.661], [-0.517, -1.940, -2.361], [-0.230, -3.479, -3.159], [1.426, -4.821, -2.203], [2.543, -5.726, -0.165], [1.774, -4.933, 2.073], [-0.048, -3.233, 2.166]],
  "mulliken_charge": [1.400, -1.313, 1.258, -0.811, -1.490, 0.107, -0.879, 0.701, -0.220, -0.050, -0.319, 0.730, -0.326, 0.330, -0.331, 0.238, -0.406, 0.201, -1.441, 0.648, -0.256, -0.136, -0.194, -0.216, -0.313, 0.714, -0.347, -0.045, -0.329, 0.357, -0.363, 0.372, 0.374, 0.336, 0.516, 0.453, 0.617, 0.709, -0.043, -0.527, 0.454, 0.609, -0.585, 0.435, -0.661, -1.087, 1.340, -1.056, 1.143, -1.988, -0.485, -1.203, -0.388, 0.615, 0.145, 0.270, 0.244, 0.175, 0.374, 0.386, 0.422, 0.357, -0.666, -0.089, -1.076, 0.005, 0.817, -0.769, -0.592, -0.951, -0.573, 0.019, 0.516, -0.124, 0.432, 0.485, 0.316, -0.668, 0.536, 0.449, 0.396, 0.488, 0.826]
}

***

Record 2
{
  "formula": "C28H53NiO2PSe2Si2",
  "method": "ωB97M-V/def2-TZVPD",
  "relative_energy_kj_mol": 69.2,
  "gap_ha": [0.254, 0.295],
  "total_charge": 0,
  "homo_energy_ha": [-0.249, -0.306],
  "spin_multiplicity": 3,
  "species": ["O", "O", "C", "C", "H", "H", "H", "H", "H", "C", "C", "H", "H", "H", "H", "H", "C", "C", "C", "H", "H", "H", "H", "H", "C", "H", "H", "H", "H", "H", "H", "Ni", "C", "Si", "H", "H", "C", "C", "C", "C", "Si", "H", "H", "C", "C", "C", "H", "H", "H", "H", "H", "H", "H", "H", "H", "H", "H", "H", "H", "H", "H", "H", "H", "H", "Se", "P", "Se", "C", "C", "C", "C", "C", "C", "C", "C", "C", "C", "C", "C", "H", "H", "H", "H", "H", "H", "H", "H", "H", "H"],
  "positions_angstrom": [[-0.826, -2.009, -2.863], [-2.410, -0.170, -5.478], [0.473, -2.601, -2.821], [0.850, -3.501, -1.654], [1.170, -1.753, -2.910], [0.536, -3.187, -3.747], [0.783, -2.981, -0.698], [1.889, -3.797, -1.815], [0.254, -4.420, -1.637], [-1.751, -2.323, -1.815], [-3.037, -2.923, -2.345], [-1.966, -1.372, -1.313], [-1.334, -3.031, -1.079], [-3.545, -2.249, -3.049], [-3.708, -3.096, -1.499], [-2.838, -3.893, -2.820], [-3.520, 0.725, -5.664], [-2.315, -1.279, -6.372], [-4.662, 0.390, -4.730], [-3.874, 0.716, -6.711], [-3.132, 1.727, -5.431], [-5.104, -0.581, -4.978], [-5.434, 1.154, -4.831], [-4.328, 0.374, -3.687], [-3.567, -2.126, -6.464], [-1.479, -1.870, -5.974], [-2.033, -0.914, -7.377], [-3.890, -2.487, -5.483], [-3.342, -2.996, -7.081], [-4.392, -1.585, -6.936], [-0.692, 0.038, -4.103], [0.878, 1.056, 0.749], [-0.260, 1.066, -4.029], [0.463, 1.702, -5.660], [-1.069, 1.739, -3.725], [0.489, 1.081, -3.229], [1.333, 0.260, -6.490], [1.649, 3.116, -5.283], [-0.799, 2.376, -6.892], [2.042, 0.147, -0.316], [3.493, 1.171, 0.319], [1.596, 0.389, -1.304], [2.140, -0.948, -0.225], [4.142, 2.255, -1.079], [4.828, -0.110, 0.726], [3.392, 2.174, 1.928], [-0.334, 2.544, -7.872], [-1.218, 3.336, -6.560], [-1.638, 1.689, -7.047], [2.190, -0.074, -5.891], [1.705, 0.512, -7.493], [0.642, -0.587, -6.592], [2.205, 2.929, -4.355], [1.103, 4.063, -5.162], [2.382, 3.261, -6.091], [4.938, -0.827, -0.097], [4.574, -0.670, 1.635], [5.801, 0.372, 0.892], [3.377, 1.504, 2.805], [2.504, 2.824, 1.981], [4.271, 2.830, 2.043], [5.066, 2.769, -0.776], [3.413, 3.020, -1.377], [4.369, 1.635, -1.957], [-0.005, -0.885, 1.425], [-0.295, 0.644, 3.016], [-0.326, 2.565, 1.899], [-1.809, 0.268, 3.951], [-3.005, 0.148, 3.224], [-4.206, -0.075, 3.901], [-4.217, -0.194, 5.295], [-3.013, -0.164, 6.001], [-1.801, 0.042, 5.336], [1.043, 0.573, 4.229], [1.263, 1.658, 5.090], [2.329, 1.601, 5.997], [3.162, 0.478, 6.035], [2.933, -0.593, 5.164], [1.879, -0.544, 4.255], [-2.970, 0.208, 2.132], [-5.133, -0.164, 3.337], [-5.162, -0.313, 5.830], [-3.007, -0.312, 7.083], [-0.847, 0.016, 5.876], [0.605, 2.528, 5.049], [2.487, 2.431, 6.683], [3.967, 0.425, 6.767], [3.565, -1.478, 5.205], [1.696, -1.374, 3.563]],
  "lowdin_spin": [0.000, 0.000, 0.000, 0.000, 0.000, 0.000, 0.000, 0.000, 0.000, 0.000, 0.000, 0.000, 0.000, 0.000, 0.000, 0.000, 0.000, 0.000, 0.000, 0.000, 0.000, 0.000, 0.000, 0.000, 0.000, 0.000, 0.000, 0.000, 0.000, 0.000, 0.000, 1.294, 0.000, 0.000, 0.000, 0.000, 0.000, 0.000, 0.000, 0.272, 0.072, 0.024, 0.007, 0.007, 0.012, 0.019, 0.000, 0.000, 0.000, 0.000, 0.000, 0.000, 0.000, 0.000, 0.000, 0.000, 0.001, 0.002, 0.000, 0.002, 0.002, 0.001, 0.001, 0.001, 0.199, 0.014, 0.054, 0.008, 0.003, 0.000, 0.000, 0.001, 0.000, 0.000, 0.001, 0.000, 0.000, 0.000, 0.001, 0.001, 0.000, 0.000, 0.000, 0.000, 0.001, 0.000, 0.000, 0.000, 0.002]
}

***

Record 3
{
  "formula": "C26H43BrN6P2V",
  "method": "ωB97M-V/def2-TZVPD",
  "relative_energy_kj_mol": 0.0,
  "gap_ha": [0.249, 0.236],
  "total_charge": 2,
  "homo_energy_ha": [-0.506, -0.505],
  "spin_multiplicity": 4,
  "species": ["N", "C", "C", "C", "C", "C", "C", "V", "P", "C", "C", "C", "C", "C", "C", "C", "Br", "H", "H", "H", "H", "H", "H", "H", "H", "H", "H", "P", "C", "C", "H", "H", "H", "H", "H", "C", "C", "H", "H", "H", "H", "H", "C", "C", "H", "H", "H", "H", "H", "C", "C", "H", "H", "H", "H", "H", "C", "C", "H", "H", "H", "H", "H", "C", "C", "H", "H", "H", "H", "H", "N", "N", "N", "C", "N", "N", "H", "H", "H"],
  "positions_angstrom": [[3.055, 3.408, 3.427], [2.879, 2.113, 3.750], [2.590, 1.105, 2.826], [2.440, 1.420, 1.453], [2.663, 2.777, 1.116], [2.957, 3.706, 2.118], [2.155, 0.374, 0.463], [0.000, 0.000, 0.000], [-0.883, -1.538, -1.621], [1.949, 0.633, -0.918], [2.388, -0.266, -1.996], [2.517, 0.229, -3.316], [2.895, -0.595, -4.381], [3.161, -1.949, -4.136], [3.094, -2.466, -2.830], [2.719, -1.627, -1.780], [3.613, -3.109, -5.584], [2.537, -0.614, 0.748], [1.870, 1.681, -1.227], [2.480, 0.070, 3.166], [2.632, 3.102, 0.072], [2.980, 1.863, 4.816], [3.130, 4.758, 1.849], [2.303, 1.286, -3.511], [2.662, -2.039, -0.768], [2.972, -0.195, -5.396], [3.328, -3.518, -2.644], [-1.325, 2.050, -0.102], [-0.313, -3.293, -1.260], [-0.251, -4.333, -2.386], [-0.951, -3.647, -0.428], [0.692, -3.163, -0.826], [0.162, -5.283, -2.002], [-1.243, -4.550, -2.814], [0.410, -3.994, -3.202], [-0.455, -1.282, -3.425], [-1.370, -1.830, -4.527], [0.566, -1.679, -3.546], [-0.359, -0.189, -3.538], [-0.968, -1.544, -5.516], [-1.440, -2.929, -4.506], [-2.392, -1.420, -4.456], [-2.757, -1.661, -1.637], [-3.447, -2.971, -2.036], [-3.093, -0.826, -2.280], [-3.065, -1.382, -0.617], [-4.543, -2.865, -1.944], [-3.225, -3.266, -3.073], [-3.142, -3.801, -1.375], [-3.003, 2.205, 0.728], [-3.997, 1.092, 0.396], [-3.423, 3.198, 0.470], [-2.812, 2.216, 1.816], [-4.942, 1.227, 0.951], [-4.241, 1.065, -0.680], [-3.577, 0.109, 0.667], [-1.818, 2.514, -1.850], [-0.618, 2.666, -2.789], [-2.428, 3.439, -1.827], [-2.472, 1.698, -2.211], [-0.945, 2.855, -3.827], [0.032, 3.505, -2.485], [-0.009, 1.746, -2.778], [-0.613, 3.685, 0.476], [-0.430, 3.759, 1.996], [-1.260, 4.508, 0.114], [0.365, 3.795, -0.024], [0.136, 4.662, 2.282], [-1.402, 3.795, 2.520], [0.130, 2.885, 2.368], [0.906, -3.065, 4.352], [0.202, -2.463, 3.320], [-1.103, -2.579, 3.143], [-1.359, -1.825, 2.056], [-0.217, -1.272, 1.603], [0.749, -1.684, 2.403], [1.921, -2.919, 4.442], [0.414, -3.648, 5.044], [-2.336, -1.682, 1.623]],
  "lowdin_spin": [-0.004, 0.001, -0.003, 0.001, -0.004, 0.001, 0.012, 2.586, 0.023, 0.125, 0.018, 0.031, -0.005, 0.032, -0.003, 0.028, 0.011, 0.007, 0.015, 0.000, 0.000, 0.000, 0.000, 0.001, 0.002, -0.001, -0.001, 0.029, 0.006, 0.000, 0.000, 0.001, 0.000, 0.000, 0.000, 0.010, 0.002, 0.000, 0.001, 0.001, 0.000, 0.000, -0.004, -0.002, 0.000, 0.000, 0.000, 0.000, 0.000, -0.006, 0.000, -0.001, 0.000, 0.000, 0.000, 0.000, 0.022, 0.007, 0.002, 0.000, 0.000, 0.000, 0.005, 0.003, 0.000, 0.000, 0.000, 0.000, 0.000, 0.000, 0.004, 0.009, -0.001, 0.012, 0.015, 0.009, 0.000, 0.000, 0.001]
}

***

> Number 3 is which compound?

C26H43BrN6P2V